{"formula": "C40H87F4N5O9PS2", "method": "wB97M-V/def2-TZVPD", "symbols": ["C", "C", "C", "O", "N", "C", "N", "C", "S", "O", "O", "C", "C", "S", "C", "C", "C", "C", "C", "O", "N", "C", "C", "P", "C", "C", "C", "C", "C", "C", "C", "F", "C", "C", "C", "N", "N", "C", "F", "F", "F", "H", "H", "H", "H", "H", "H", "H", "H", "H", "H", "H", "H", "H", "H", "H", "H", "H", "H", "H", "H", "H", "H", "H", "H", "H", "H", "H", "H", "H", "H", "H", "H", "H", "H", "H", "H", "H", "H", "H", "H", "H", "H", "H", "H", "H", "H", "H", "C", "C", "C", "O", "H", "H", "H", "H", "H", "H", "H", "H", "C", "C", "C", "O", "H", "H", "H", "H", "H", "H", "H", "H", "C", "C", "C", "O", "H", "H", "H", "H", "H", "H", "H", "H", "C", "C", "C", "O", "H", "H", "H", "H", "H", "H", "H", "H", "C", "C", "C", "O", "H", "H", "H", "H", "H", "H", "H", "H"], "positions_angstrom": [[4.8182, 3.0249, 1.1802], [4.0464, 1.8446, 0.2864], [2.6566, 1.3021, 1.0414], [1.7355, 0.8440, -0.0113], [0.9062, -0.1332, 0.4652], [-0.4310, -0.2421, 0.1870], [-1.4180, -1.2366, 0.6973], [-1.0313, -2.1442, 1.7527], [-0.8304, -1.3873, 3.5009], [0.1127, -0.1624, 3.5249], [-0.1130, -2.5329, 4.3183], [-2.8193, -1.0446, 0.2590], [-3.8604, -2.1975, 0.7213], [-3.3626, -3.7675, -0.2604], [-4.6595, -5.1213, 0.0081], [-4.6856, -5.5560, 1.6167], [-3.3666, 0.5429, 0.4223], [-3.8077, 0.6239, 1.9894], [-5.4518, 0.4878, 2.2686], [-6.1577, 1.6232, 2.5363], [-6.2310, -0.7917, 2.3819], [-7.5371, -0.7707, 1.6180], [-6.6606, -0.8399, 3.8639], [-5.0511, 0.5580, -0.4927], [-5.8597, 2.3317, -0.5551], [-4.8647, 0.1204, -2.3837], [-6.3967, -0.3795, -2.8355], [-2.1853, 1.5612, -0.0965], [-1.3488, 2.3021, 1.1651], [-1.9770, 3.6672, 1.7540], [-1.2302, 5.0696, 1.3615], [0.2595, 5.0062, 1.3961], [-2.6346, 2.7941, -1.0506], [-1.4856, 3.7090, -1.7416], [-1.9678, 4.5557, -3.1047], [-0.1689, 3.8597, -1.4193], [-1.0509, 0.8251, -0.7076], [-0.8719, 0.4616, -2.0669], [-0.4379, -0.9924, -2.1275], [-1.8803, 0.5790, -3.1142], [0.3476, 1.1684, -2.6271], [4.9210, 2.6261, 2.2774], [5.8540, 3.2160, 0.6645], [4.1388, 3.9865, 1.1256], [3.7180, 2.2181, -0.7741], [4.7474, 0.8858, 0.2259], [3.0030, 0.4400, 1.7617], [2.1319, 2.1343, 1.6758], [1.3541, -0.8280, 1.1006], [0.0797, -2.5303, 1.5219], [-1.6181, -3.1374, 1.9457], [-2.0686, -1.1981, 4.1405], [-2.7978, -1.1584, -0.9344], [-4.9816, -2.0771, 0.4675], [-3.7963, -2.5028, 1.8738], [-4.3042, -6.0809, -0.5804], [-5.7228, -4.8508, -0.3990], [-5.7014, -5.1199, 2.0669], [-3.7309, -5.1297, 2.1693], [-4.6416, -6.7365, 1.6813], [-3.5551, 1.5945, 2.5781], [-3.3366, -0.2635, 2.6356], [-8.1373, -1.7415, 1.9680], [-8.2150, 0.1422, 1.9032], [-7.3610, -0.9115, 0.4664], [-5.7596, -0.5433, 4.5878], [-7.5049, -0.0260, 4.0906], [-7.0274, -1.8984, 4.2013], [-5.7755, 2.8281, -1.6111], [-7.0121, 2.2877, -0.2453], [-5.3660, 3.0660, 0.2390], [-4.1781, -0.8060, -2.5735], [-4.6423, 1.0548, -3.0493], [-6.8584, -0.8581, -1.8468], [-7.0983, 0.5560, -3.0732], [-6.3815, -1.1745, -3.6950], [-1.2199, 1.5623, 2.0943], [-0.2219, 2.5377, 0.8466], [-1.9053, 3.6078, 2.9467], [-3.1456, 3.8244, 1.5638], [-1.5449, 5.8608, 2.1988], [-1.6139, 5.5580, 0.3424], [-3.4052, 3.5700, -0.5701], [-3.2741, 2.3457, -1.9560], [-3.0741, 4.3185, -3.4120], [-1.7057, 5.6943, -3.0475], [-1.2894, 4.1042, -3.9771], [0.3247, 4.5173, -2.0866], [3.1149, 5.8949, 3.4262], [4.4629, 5.7618, 4.1166], [4.6646, 6.8548, 5.1540], [5.5014, 5.8371, 3.1434], [3.0375, 6.8524, 2.8990], [2.9888, 5.1091, 2.6737], [2.2939, 5.8252, 4.1465], [4.5349, 4.7802, 4.5974], [4.6420, 7.8464, 4.6880], [5.6438, 6.7539, 5.6340], [3.8900, 6.8140, 5.9261], [5.4453, 6.7056, 2.7113], [7.1218, -2.4789, -0.6495], [6.6635, -1.4382, -1.6587], [7.4942, -1.4963, -2.9308], [6.7741, -0.1398, -1.0814], [8.1642, -2.3089, -0.3572], [6.5232, -2.4172, 0.2656], [7.0341, -3.4904, -1.0580], [5.6076, -1.6003, -1.9009], [8.5498, -1.2915, -2.7193], [7.1613, -0.7337, -3.6429], [7.4177, -2.4784, -3.4077], [7.7086, 0.0129, -0.8631], [-10.5358, 3.0850, -0.2657], [-10.7010, 2.2582, 0.9995], [-10.8688, 3.1449, 2.2231], [-9.5567, 1.4263, 1.1727], [-9.6434, 3.7181, -0.2064], [-10.4037, 2.4338, -1.1363], [-11.4074, 3.7248, -0.4357], [-11.5716, 1.6011, 0.8989], [-9.9882, 3.7802, 2.3705], [-10.9742, 2.5365, 3.1277], [-11.7503, 3.7865, 2.1277], [-8.7786, 2.0012, 1.2629], [8.0286, -5.0867, -5.8391], [8.5024, -3.6649, -6.0954], [9.2511, -3.5594, -7.4144], [9.3581, -3.2536, -5.0324], [8.8770, -5.7777, -5.7799], [7.5022, -5.1501, -4.8808], [7.3553, -5.4273, -6.6319], [7.6424, -2.9865, -6.1050], [10.1428, -4.1963, -7.4109], [9.5968, -2.5333, -7.5796], [8.6145, -3.8542, -8.2544], [10.1247, -3.8504, -5.0162], [7.5736, -6.8176, -1.3319], [8.8598, -6.6386, -0.5412], [9.1389, -7.8433, 0.3433], [8.7568, -5.4711, 0.2699], [6.7135, -6.9268, -0.6617], [7.3791, -5.9379, -1.9545], [7.6270, -7.6994, -1.9781], [9.6974, -6.4860, -1.2304], [8.3342, -7.9888, 1.0729], [10.0609, -7.6952, 0.9156], [9.2392, -8.7558, -0.2526], [8.0155, -5.5976, 0.8852]], "atomic_forces_ev_per_a": [[-1.1, -0.8, -1.0], [-0.4, -0.7, 0.6], [2.1, 1.3, 1.3], [-0.1, -0.4, 0.3], [-3.4, -1.5, 0.4], [-0.9, 0.7, 0.0], [2.5, 2.2, -0.2], [1.8, -1.3, 0.3], [7.2, -1.8, 3.8], [-4.0, -2.8, -1.1], [-3.5, 3.4, -3.2], [-2.0, 0.8, -3.6], [0.0, -1.6, 1.2], [-0.5, 0.0, -0.1], [-0.3, -1.1, 1.1], [-0.5, 0.1, -0.6], [0.5, -0.8, 0.8], [-0.9, -0.2, 2.0], [-4.1, 5.2, 0.9], [4.7, -6.1, -1.8], [0.2, 1.1, 1.2], [-1.2, -1.0, -0.2], [0.2, 0.7, 1.7], [-0.8, 0.3, -1.2], [-0.2, 1.4, 0.5], [-1.3, -0.2, -1.0], [-0.4, 0.4, 1.5], [0.9, 2.5, 2.3], [0.7, -0.1, 1.1], [-0.1, 0.6, 1.4], [-0.7, 1.3, 0.5], [-3.3, -0.2, -0.2], [-0.8, 0.1, -1.7], [3.5, 1.8, -1.3], [0.5, -1.4, -0.3], [-4.9, -0.9, -0.9], [0.5, -3.3, -0.3], [3.1, -1.3, -3.8], [-1.3, 3.9, 0.1], [2.8, 0.0, 4.0], [-3.9, -2.2, 1.4], [0.0, 1.0, -2.1], [-2.1, -0.3, 1.3], [1.6, -1.9, 0.3], [0.9, -0.7, 2.0], [-1.4, 2.2, -0.3], [-1.0, 1.4, -1.4], [0.9, -1.5, -1.3], [-0.4, 0.7, -0.5], [-2.3, 0.9, 0.9], [0.6, 2.1, -0.9], [0.7, 0.1, -0.9], [0.1, 0.0, 2.5], [2.1, 0.7, 0.5], [-0.2, 1.1, -2.4], [-0.4, 2.3, 0.9], [2.1, -0.3, 0.8], [2.4, -1.1, -0.7], [-2.1, -0.8, -1.1], [-0.3, 2.6, 0.0], [-0.4, -1.6, -1.4], [-0.9, 1.8, -1.6], [1.4, 2.0, -0.7], [1.5, -1.9, -0.8], [-0.3, 0.6, 2.3], [-1.8, -0.7, -1.7], [1.7, -1.8, -0.6], [0.7, 2.0, -1.0], [-0.1, -1.0, 1.9], [2.6, -0.3, -0.8], [-1.0, -1.6, -1.7], [-1.0, 2.0, 0.4], [0.1, -1.9, 1.2], [0.8, 0.7, -2.3], [1.7, -2.1, 0.3], [0.0, 1.8, 1.6], [-0.5, 1.3, -2.1], [-2.7, -0.4, 0.2], [-0.1, 0.0, -2.6], [2.6, -0.4, 0.2], [0.9, -1.8, -1.8], [1.3, -1.4, 2.0], [1.9, -2.0, -0.6], [1.5, 1.0, 1.9], [2.1, 0.8, 0.7], [-0.8, -2.2, 0.2], [-1.5, 1.0, 1.9], [-1.1, -0.9, 0.8], [-0.2, -0.3, -0.1], [-0.2, 0.7, -0.2], [0.2, 0.0, 0.3], [0.2, -0.1, -0.2], [0.0, 0.0, 0.2], [0.0, 0.1, 0.2], [0.0, 0.0, -0.1], [0.2, 0.1, -0.2], [-0.1, -0.1, 0.0], [-0.2, -0.1, 0.0], [0.1, 0.1, -0.1], [0.0, -0.4, 0.2], [-0.2, -0.2, 0.1], [0.7, -0.2, 0.0], [-0.2, 0.0, -0.3], [-0.1, 0.4, 0.2], [-0.1, -0.1, -0.2], [0.0, 0.0, -0.1], [0.1, 0.1, 0.1], [0.0, 0.2, 0.1], [-0.1, -0.2, 0.0], [0.0, -0.1, 0.1], [0.1, 0.1, 0.1], [-0.4, -0.1, -0.1], [-0.1, -0.1, -0.3], [0.2, 0.7, 0.1], [-0.2, -0.1, 0.3], [0.1, -0.1, -0.1], [-0.1, 0.0, 0.1], [-0.1, 0.1, 0.1], [0.1, 0.0, 0.0], [0.3, -0.1, 0.0], [-0.1, 0.0, -0.1], [-0.1, 0.1, -0.2], [0.1, 0.0, 0.0], [-0.3, -0.1, 0.1], [-0.3, -0.1, 0.1], [0.5, -0.5, -0.2], [0.0, 0.3, -0.2], [0.1, 0.1, 0.2], [0.0, 0.1, -0.1], [0.0, 0.1, -0.1], [0.1, 0.0, 0.1], [0.2, 0.0, 0.2], [-0.2, -0.1, 0.0], [-0.1, -0.1, 0.0], [0.1, 0.0, 0.1], [-0.3, 0.3, -0.1], [-0.1, 0.1, -0.3], [-0.5, -0.3, 0.4], [0.3, -0.2, 0.1], [0.0, 0.3, 0.1], [0.1, -0.1, 0.0], [0.1, -0.1, 0.0], [-0.1, 0.1, 0.1], [-0.1, 0.2, 0.2], [0.0, 0.0, -0.2], [-0.1, 0.0, -0.2], [0.0, 0.1, 0.1], [0.3, 0.0, -0.3]], "mulliken_charge": [-0.75, -0.28, -0.23, -0.21, 0.24, -1.46, 0.75, -0.47, 0.93, -0.52, -0.63, -2.21, -0.49, -0.07, -0.40, -0.66, 1.70, 1.30, -0.84, -0.67, 0.51, -0.34, -0.74, 0.51, -0.68, -0.26, -0.85, 0.14, -0.74, -0.44, -0.38, -0.28, -0.25, -0.17, -1.24, -0.22, 1.44, 0.44, -0.31, -0.19, -0.28, 0.22, 0.33, 0.13, 0.30, 0.07, 0.38, 0.11, 0.47, 0.41, 0.25, 0.19, 0.17, 0.23, 0.39, 0.34, 0.32, 0.18, 0.15, 0.31, 0.22, -1.07, 0.42, 0.41, -0.23, 0.25, 0.28, 0.31, 0.36, -0.02, 0.23, 0.33, 0.30, 0.21, 0.26, 0.34, 0.16, 0.12, 0.39, 0.15, 0.36, 0.15, 0.38, -0.06, 0.30, 0.36, 0.34, 0.28, -0.89, 0.46, -1.41, -0.54, 0.31, -0.02, 0.39, 0.27, 0.36, 0.33, 0.37, 0.36, -1.07, 0.43, -1.04, -0.52, 0.32, 0.37, 0.17, 0.22, 0.33, 0.37, 0.08, 0.32, -1.24, 0.31, -1.28, -0.51, 0.29, 0.30, 0.41, 0.32, 0.31, 0.31, 0.42, 0.17, -1.13, 0.49, -1.40, -0.51, 0.33, 0.21, 0.37, 0.30, 0.35, 0.34, 0.37, 0.32, -1.03, 0.37, -1.28, -0.53, 0.32, 0.11, 0.40, 0.26, 0.33, 0.32, 0.37, 0.35], "homo_energy_ev": -11.07, "largest_force_ev_per_a": 8.30, "e_tot_ev": -110573.0866, "gap_ev": 7.419, "charge": 1}